No. 1
CrH12O6 | ωB97M-V with the def2-TZVPD basis set

Charge ... +2
⟨S²⟩ ... 6.004
Calculated total energy ... -1502.5699 Eh
HOMO energy (alpha / beta) ... -15.7 / -20.6 eV
Orbital gap (alpha / beta) ... 8.53 / 13.50 eV
E_LUMO (alpha / beta) ... -7.151 / -7.152 eV
Relative energy (zero: lowest compared OMol25 entry of this formula, charge and spin) ... 11.3 kJ/mol
Spin multiplicity ... 5

Each line ends with the Löwdin spin population.
Cartesian coordinates (Å):
Cr: -0.04 0.12 -0.04  3.75
O: -1.99 -0.26 0.80  0.02
H: -2.00 -0.28 1.76  0.00
H: -2.39 -1.08 0.56  0.00
O: 0.40 -1.83 0.37  0.04
H: 0.84 -2.60 0.03  0.00
H: -0.01 -2.17 1.16  0.00
O: 1.76 0.40 -0.87  0.02
H: 2.58 -0.12 -0.70  0.00
H: 1.84 0.56 -1.81  0.00
O: -0.41 2.18 -0.29  0.03
H: -0.56 2.38 -1.22  0.00
H: 0.07 2.98 0.07  0.00
O: -0.73 -0.41 -1.95  0.05
H: -1.67 -0.58 -2.27  0.01
H: -0.21 -1.02 -2.49  0.00
O: 0.71 0.46 1.95  0.05
H: 0.51 1.26 2.43  0.00
H: 1.31 -0.01 2.51  0.00



No. 2
C4H15B3NO2 | ωB97M-V with the def2-TZVPD basis set

Charge ... -1
Calculated total energy ... -441.3068 Eh
HOMO energy ... -3.7 eV
Orbital gap ... 7.20 eV
E_LUMO ... 3.512 eV

Each line ends with the natural charge from an NBO analysis.
Cartesian coordinates (Å):
C: -0.19 2.66 2.10  -0.60
C: -0.26 1.25 1.53  -0.79
B: -1.22 1.04 0.26  0.89
O: -1.83 2.22 -0.19  -0.95
B: -1.47 -0.47 -0.46  -1.11
B: -0.21 -0.85 -1.53  0.99
O: -0.22 -0.34 -2.83  -0.93
N: 1.01 -1.67 -1.29  -0.74
C: 2.14 -0.88 -0.82  -0.40
C: 0.79 -2.82 -0.42  -0.39
H: 0.65 2.78 2.80  0.18
H: -0.08 3.41 1.31  0.20
H: -1.09 2.91 2.67  0.19
H: 0.74 0.95 1.20  0.21
H: -0.62 0.53 2.27  0.22
H: -2.72 2.02 -0.49  0.49
H: -1.60 -1.28 0.46  0.02
H: -2.53 -0.42 -1.11  -0.01
H: -0.85 0.39 -2.81  0.48
H: 2.25 -0.97 0.27  0.16
H: 3.08 -1.23 -1.26  0.17
H: 2.00 0.18 -1.06  0.20
H: 0.64 -2.54 0.63  0.17
H: 1.66 -3.48 -0.46  0.16
H: -0.06 -3.40 -0.77  0.20



No. 3
C28H36BCrN9S6 | ωB97M-V with the def2-TZVPD basis set

Charge ... +1
⟨S²⟩ ... 3.800
Calculated total energy ... -5039.8547 Eh
HOMO energy (alpha / beta) ... -9.9 / -9.8 eV
Orbital gap (alpha / beta) ... 6.73 / 7.21 eV
E_LUMO (alpha / beta) ... -3.119 / -2.631 eV
Relative energy (zero: lowest compared OMol25 entry of this formula, charge and spin) ... 11.7 kJ/mol
Spin multiplicity ... 4

Each line ends with the Löwdin spin population.
Cartesian coordinates (Å):
Cr: 0.64 -0.61 -0.02  2.98
C: 2.42 -1.90 -2.93  0.00
C: 1.90 -0.51 -2.90  0.01
C: 2.02 0.45 -3.91  0.00
C: 1.38 1.58 -3.44  0.01
C: 1.21 2.91 -4.10  0.00
N: 0.91 1.30 -2.21  0.00
N: 1.21 0.02 -1.88  -0.02
B: 0.11 2.20 -1.25  0.00
N: -1.21 1.49 -0.92  0.00
N: -1.24 0.21 -0.46  -0.01
C: -2.53 -0.15 -0.41  0.01
C: -3.07 -1.48 0.00  0.00
C: -3.33 0.91 -0.84  0.00
C: -2.46 1.93 -1.16  0.01
C: -2.77 3.30 -1.67  0.00
N: 0.93 2.34 0.04  0.00
N: 1.36 1.23 0.69  -0.01
C: 2.17 1.64 1.67  0.01
C: 2.95 0.77 2.60  0.00
C: 2.24 3.03 1.66  0.00
C: 1.44 3.44 0.61  0.01
C: 1.16 4.82 0.11  0.00
H: 2.95 -2.08 -3.86  0.00
H: 1.61 -2.61 -2.85  0.00
H: 3.11 -2.09 -2.10  0.00
H: 2.52 0.33 -4.86  0.00
H: 1.68 2.89 -5.08  0.00
H: 1.67 3.70 -3.51  0.00
H: 0.16 3.16 -4.22  0.00
H: -0.10 3.26 -1.74  0.00
H: -2.38 -2.05 0.60  0.00
H: -3.30 -2.07 -0.89  0.00
H: -4.00 -1.33 0.56  0.00
H: -4.40 0.92 -0.90  0.00
H: -3.84 3.43 -1.71  0.00
H: -2.36 3.45 -2.67  0.00
H: -2.35 4.07 -1.02  0.00
H: 2.39 -0.09 2.96  0.00
H: 3.25 1.36 3.47  0.00
H: 3.87 0.42 2.12  0.00
H: 2.80 3.66 2.33  0.00
H: 1.62 5.55 0.78  0.00
H: 0.09 5.02 0.06  0.00
H: 1.57 4.98 -0.89  0.00
C: 4.62 -2.57 1.20  0.00
C: 3.41 -1.91 0.75  0.03
N: 2.46 -1.39 0.39  -0.01
H: 5.44 -2.32 0.54  0.00
H: 4.46 -3.65 1.19  0.00
H: 4.85 -2.25 2.22  0.00
N: -1.75 -2.84 2.78  0.00
C: -1.48 -1.54 2.84  0.00
S: 0.11 -1.02 2.48  -0.01
N: -2.46 -0.73 3.25  0.00
C: -2.45 0.69 3.44  0.00
C: -1.77 1.57 2.62  0.00
C: -1.84 2.93 2.87  0.00
C: -2.59 3.42 3.93  0.00
C: -3.29 2.53 4.74  0.00
C: -3.22 1.17 4.50  0.00
H: -1.02 -3.45 2.44  0.00
H: -2.65 -3.23 3.02  0.00
H: -3.29 -1.18 3.60  0.00
H: -1.20 1.20 1.78  0.00
H: -1.29 3.61 2.23  0.00
H: -2.64 4.48 4.12  0.00
H: -3.89 2.90 5.56  0.00
H: -3.75 0.48 5.14  0.00
C: -2.22 -5.11 -2.41  0.00
S: -0.95 -4.24 -3.37  0.00
C: 0.46 -4.64 -2.39  -0.02
C: 0.80 -4.07 -1.22  0.01
S: -0.15 -2.91 -0.33  -0.01
S: 2.27 -4.68 -0.51  0.00
C: 2.74 -5.77 -1.78  0.00
S: 4.14 -6.62 -1.75  0.00
S: 1.56 -5.84 -3.03  -0.01
H: -3.16 -4.98 -2.96  0.00
H: -2.31 -4.67 -1.42  0.00
H: -1.99 -6.17 -2.35  0.00



No. 4
C2H3FOS | ωB97M-V with the def2-TZVPD basis set

Charge ... 0
Calculated total energy ... -651.2551 Eh
HOMO energy ... -9.5 eV
Orbital gap ... 9.81 eV
E_LUMO ... 0.266 eV
Relative energy (zero: lowest compared OMol25 entry of this formula, charge and spin) ... 125.0 kJ/mol
SMILES ... CSC(=O)F

Each line ends with the natural charge from an NBO analysis.
Cartesian coordinates (Å):
C: 0.41 -0.23 -0.20  -0.79
S: 1.17 -1.05 1.17  0.08
C: -0.22 -2.61 1.54  0.82
O: 0.08 -3.74 1.79  -0.54
F: -1.39 -2.21 1.42  -0.29
H: -0.27 0.53 0.13  0.23
H: -0.09 -1.08 -0.65  0.24
H: 1.05 -0.05 -1.02  0.25



No. 5
C31H38NO6RuTe2 | ωB97M-V with the def2-TZVPD basis set

Charge ... +2
⟨S²⟩ ... 0.967
Calculated total energy ... -2340.4854 Eh
HOMO energy (alpha / beta) ... -13.5 / -13.5 eV
Orbital gap (alpha / beta) ... 4.70 / 5.22 eV
E_LUMO (alpha / beta) ... -8.802 / -8.324 eV
Relative energy (zero: lowest compared OMol25 entry of this formula, charge and spin) ... 382.7 kJ/mol
Spin multiplicity ... 2

Each line ends with the Löwdin spin population.
Cartesian coordinates (Å):
Ru: 0.07 0.38 -1.73  0.99
O: 3.33 0.78 -4.83  0.00
C: 2.46 0.86 -3.88  0.00
O: 1.88 -0.09 -3.37  0.01
C: 2.22 2.28 -3.37  0.00
O: 0.88 2.48 -2.97  0.02
C: 0.01 2.71 -4.09  0.00
C: -0.54 1.38 -4.70  0.00
O: -0.49 1.15 -5.88  0.00
O: -1.02 0.61 -3.79  0.01
H: 3.52 -0.13 -5.14  0.00
H: 2.52 3.02 -4.13  0.00
H: 2.84 2.42 -2.48  0.00
H: 0.52 3.28 -4.87  0.00
H: -0.85 3.28 -3.70  0.00
C: -3.08 -1.31 -5.44  0.00
Te: -1.93 -1.69 -3.69  0.00
C: -3.02 -3.44 -3.08  0.00
H: -4.08 -1.03 -5.10  0.00
H: -3.13 -2.19 -6.08  0.00
H: -2.59 -0.49 -5.97  0.00
H: -2.70 -4.29 -3.67  0.00
H: -4.10 -3.31 -3.19  0.00
H: -2.78 -3.62 -2.03  0.00
C: 4.39 2.49 5.93  0.00
C: 3.63 2.05 4.73  0.00
C: 2.52 2.76 4.28  0.00
C: 1.80 2.38 3.15  0.00
C: 0.61 3.17 2.72  0.00
C: 2.21 1.23 2.47  0.00
Te: 1.12 0.61 0.71  -0.01
N: -1.56 -0.83 -1.35  -0.01
C: -2.65 -0.23 -1.62  0.01
O: -3.26 -0.54 -2.76  0.00
C: -3.33 0.74 -0.76  0.00
C: -2.61 1.73 -0.09  -0.01
C: -3.26 2.70 0.63  0.00
C: -4.65 2.69 0.73  0.00
C: -5.37 1.70 0.07  0.00
C: -4.73 0.75 -0.69  0.00
C: 0.54 -1.40 1.14  0.00
C: 0.92 -2.41 0.25  0.00
C: 1.70 -2.13 -0.99  0.01
C: 0.54 -3.72 0.53  0.00
C: -0.22 -4.04 1.65  0.00
C: -0.58 -5.45 1.97  0.00
C: -0.66 -3.00 2.46  0.00
C: -0.30 -1.68 2.22  0.00
C: -0.85 -0.58 3.08  0.00
C: 3.34 0.50 2.87  0.00
C: 3.84 -0.67 2.09  0.00
C: 4.02 0.93 3.99  0.00
H: 3.88 3.30 6.45  0.00
H: 5.38 2.84 5.63  0.00
H: 4.54 1.67 6.61  0.00
H: 2.19 3.64 4.82  0.00
H: 0.57 4.12 3.25  0.00
H: -0.31 2.62 2.93  0.00
H: 0.66 3.37 1.64  0.00
H: -1.51 1.75 -0.18  0.00
H: -2.69 3.48 1.12  0.00
H: -5.16 3.44 1.31  0.00
H: -6.45 1.69 0.15  0.00
H: -5.28 -0.01 -1.22  0.00
H: 2.57 -1.49 -0.80  0.00
H: 1.03 -1.64 -1.73  0.00
H: 2.06 -3.05 -1.45  0.00
H: 0.86 -4.50 -0.14  0.00
H: -0.29 -6.12 1.17  0.00
H: -1.64 -5.55 2.16  0.00
H: -0.06 -5.75 2.88  0.00
H: -1.30 -3.22 3.30  0.00
H: -1.54 -0.98 3.83  0.00
H: -1.40 0.13 2.46  0.00
H: -0.05 -0.05 3.60  0.00
H: 4.14 -0.36 1.09  0.00
H: 3.07 -1.44 2.01  0.00
H: 4.71 -1.10 2.58  0.00
H: 4.90 0.38 4.30  0.00



No. 6
H12NO4 | ωB97M-V with the def2-TZVPD basis set

Charge ... +1
Calculated total energy ... -362.6806 Eh
HOMO energy ... -15.1 eV
Orbital gap ... 12.28 eV
E_LUMO ... -2.863 eV
Relative energy (zero: lowest compared OMol25 entry of this formula, charge and spin) ... 97.7 kJ/mol

Each line ends with the natural charge from an NBO analysis.
Cartesian coordinates (Å):
N: 0.16 0.25 0.53  -0.94
H: 1.10 0.04 0.25  0.44
H: -0.01 -0.09 1.57  0.47
H: -0.14 1.21 0.27  0.46
H: -0.41 -0.37 -0.15  0.48
H: -1.10 -2.42 -1.75  0.50
H: 0.08 -2.35 -1.02  0.48
O: -0.68 -1.83 -1.15  -0.94
H: -0.60 -0.97 3.74  0.50
H: 0.12 0.31 3.80  0.50
O: -0.13 -0.38 3.19  -0.95
H: -2.04 1.93 -1.91  0.49
H: -2.74 0.74 -1.29  0.49
O: -1.88 1.19 -1.33  -0.97
H: 2.65 1.05 -2.25  0.51
H: 3.23 1.26 -0.67  0.50
O: 2.54 0.76 -1.24  -1.00